C7H11NO | ωB97M-V/def2-TZVPD

```
20
Properties=species:S:1:pos:R:3:mulliken_charge:R:1
C -2.96 -0.50 -0.07 0.281
C -1.83 -1.40 -0.40 -0.702
C -0.33 -1.04 -0.19 -0.707
C 2.44 1.08 0.27 -0.492
C 1.56 0.79 -0.99 -0.658
C 1.33 0.55 1.09 -0.714
C 0.31 0.46 -0.07 0.414
N -3.87 0.13 0.30 0.428
O -4.80 0.91 0.61 -0.650
H -0.40 1.65 -0.38 0.253
H -2.02 -2.24 0.30 0.233
H -1.93 -1.78 -1.42 0.286
H 0.04 -1.58 0.81 0.190
H 0.43 -1.60 -0.87 0.270
H 3.31 0.39 0.31 0.228
H 2.69 2.13 0.58 0.246
H 1.47 1.56 -1.83 0.300
H 1.91 -0.17 -1.50 0.189
H 1.66 -0.47 1.51 0.225
H 1.00 1.12 1.94 0.379
```

Results
- Gap between HOMO and LUMO: 10.07 eV
- LUMO: 0.69 eV
- HOMO: -9.377 eV
- Energy above the lowest of the compared OMol25 structures with the same formula, charge and spin: 628.8 kJ/mol


C27H33GeN2SSe2Te2W | ωB97M-V/def2-TZVPD

```
69
Properties=species:S:1:pos:R:3:mulliken_charge:R:1
W -0.75 0.32 1.20 -0.095
Se -3.00 0.00 1.32 -0.233
Te -0.34 1.49 3.63 0.091
Te 0.19 -1.13 3.37 -0.085
Se 1.71 -0.58 1.48 -0.203
S -0.72 -1.86 -0.15 -0.360
C -1.85 -1.87 -1.40 0.217
N -2.14 -3.10 -1.95 -0.001
C -2.97 -3.26 -2.99 -0.099
C -3.58 -2.17 -3.53 -0.848
C -3.26 -0.93 -2.94 0.103
N -2.43 -0.78 -1.93 -0.068
H -1.70 -3.91 -1.52 0.255
H -3.11 -4.28 -3.34 0.416
H -4.25 -2.25 -4.37 0.411
H -3.70 -0.03 -3.33 0.443
C 0.05 0.87 -0.64 0.537
C 0.64 1.22 -1.66 -0.507
C 1.32 1.66 -2.77 0.378
C 0.89 2.90 -3.40 0.818
C -0.47 3.25 -3.36 -0.378
C -0.89 4.44 -3.92 -0.724
C 0.04 5.30 -4.49 -0.476
C 1.39 4.98 -4.51 -0.867
C 1.82 3.77 -3.98 -0.506
C 2.46 0.90 -3.25 0.569
C 2.89 1.00 -4.58 -0.219
C 3.95 0.25 -5.03 -0.882
C 4.62 -0.60 -4.15 -0.355
C 4.20 -0.72 -2.83 -0.785
C 3.13 0.02 -2.38 -0.367
H -1.17 2.58 -2.89 0.439
H -1.94 4.70 -3.90 0.452
H -0.29 6.24 -4.91 0.424
H 2.10 5.67 -4.94 0.440
H 2.87 3.53 -3.98 0.651
H 2.35 1.64 -5.27 0.592
H 4.27 0.32 -6.06 0.414
H 5.47 -1.18 -4.50 0.409
H 4.73 -1.38 -2.16 0.437
H 2.79 -0.07 -1.36 0.298
C 1.89 6.73 1.53 -1.295
C 1.59 6.17 0.14 -0.598
C 0.33 5.31 0.09 0.023
C 0.45 4.00 0.87 -0.236
Ge -1.20 2.93 0.85 -0.105
C -2.50 3.74 2.09 -0.567
C -3.39 4.83 1.46 -0.662
C -4.78 4.33 1.05 -0.661
C -4.76 3.30 -0.08 -0.688
H 2.75 7.39 1.52 0.397
H 2.10 5.94 2.25 0.310
H 1.04 7.30 1.91 0.299
H 2.44 5.57 -0.20 0.293
H 1.49 6.99 -0.57 0.379
H 0.09 5.08 -0.96 -0.114
H -0.52 5.89 0.47 0.246
H 0.70 4.17 1.92 0.477
H 1.26 3.39 0.47 0.252
H -1.79 2.98 -0.57 -0.235
H -1.92 4.18 2.91 0.609
H -3.11 2.95 2.54 0.329
H -2.91 5.28 0.59 0.214
H -3.52 5.64 2.18 0.382
H -5.38 5.18 0.74 0.359
H -5.28 3.91 1.92 0.323
H -4.31 3.72 -0.98 0.176
H -5.77 2.98 -0.33 0.425
H -4.19 2.41 0.19 -0.067
```

Results
- Gap between HOMO and LUMO: 4.82 eV
- LUMO: -4.95 eV
- HOMO: -9.773 eV
- Net charge: +1
- Energy above the lowest of the compared OMol25 structures with the same formula, charge and spin: 108.6 kJ/mol


C11H11BN15Pt | ωB97M-V/def2-TZVPD

```
39
Properties=species:S:1:pos:R:3:mulliken_charge:R:1
Pt 0.87 0.00 -0.34 1.306
C -2.45 -3.09 -0.46 -1.016
C -1.21 -2.59 -0.88 -0.127
N -0.90 -1.50 -0.21 -0.738
N -1.92 -1.25 0.63 0.438
C -2.86 -2.20 0.50 -0.179
B -1.88 0.00 1.52 -0.286
N -0.55 0.00 2.31 0.182
C -0.39 0.00 3.64 -0.062
C 0.96 0.00 3.93 -1.197
C 1.59 0.00 2.68 0.174
N 0.67 0.00 1.72 -0.385
N -1.92 1.25 0.63 0.440
C -2.86 2.20 0.50 -0.179
C -2.45 3.09 -0.46 -1.017
C -1.21 2.59 -0.88 -0.126
N -0.90 1.50 -0.21 -0.738
H -2.96 -3.97 -0.82 0.376
H -0.53 -2.97 -1.63 0.447
H -3.76 -2.17 1.11 0.432
H -2.83 0.00 2.26 -0.149
H -1.25 0.00 4.29 0.453
H 1.43 0.00 4.90 0.358
H 2.63 0.00 2.41 0.697
H -3.76 2.17 1.11 0.432
H -2.96 3.97 -0.82 0.376
H -0.53 2.97 -1.63 0.447
N 3.26 0.00 -2.79 -0.039
C 1.94 0.00 -3.15 0.580
N 1.52 0.00 -4.40 -0.566
N 0.17 0.00 -4.30 -0.706
N -0.20 0.00 -3.07 -0.397
N 0.91 0.00 -2.30 0.437
C 3.71 0.00 -1.49 0.594
N 4.99 0.00 -1.16 -0.601
N 4.98 0.00 0.18 -0.806
N 3.78 0.00 0.63 -0.439
N 2.93 0.00 -0.42 0.359
H 3.94 0.00 -3.52 0.225
```

Results
- Gap between HOMO and LUMO: 7.38 eV
- LUMO: 2.72 eV
- HOMO: -4.660 eV
- Net charge: -1


C5H14N | ωB97M-V/def2-TZVPD

```
20
Properties=species:S:1:pos:R:3:mulliken_charge:R:1
C 1.65 1.41 -0.10 -1.514
C 0.55 0.58 0.44 0.280
C -0.58 0.34 -0.51 -0.655
C -1.29 -1.03 -0.38 -0.368
C -0.58 -2.14 -1.14 -1.411
N -0.10 1.23 1.76 -0.325
H 2.60 1.35 0.37 0.413
H 1.91 1.11 -1.15 0.353
H 1.52 2.46 -0.15 0.417
H 0.81 -0.50 0.77 0.334
H -0.02 0.16 -1.55 0.256
H -1.32 1.13 -0.65 0.388
H -2.28 -1.05 -0.64 0.419
H -1.28 -1.44 0.71 0.181
H -0.81 -3.16 -0.68 0.323
H 0.49 -2.18 -1.09 0.408
H -0.55 -2.20 -2.22 0.422
H -0.78 0.46 2.13 0.382
H 0.56 1.32 2.49 0.342
H -0.50 2.14 1.58 0.354
```

Results
- Gap between HOMO and LUMO: 11.52 eV
- LUMO: -3.63 eV
- HOMO: -15.148 eV
- Net charge: +1
- Energy above the lowest of the compared OMol25 structures with the same formula, charge and spin: 136.9 kJ/mol


C13H25CrO | ωB97M-V/def2-TZVPD

```
40
Properties=species:S:1:pos:R:3:mulliken_spin:R:1
C 0.89 -2.38 -0.07 -0.042
H 1.53 -2.52 0.83 -0.029
H 0.11 -3.16 -0.06 0.030
H 0.18 0.58 1.58 -0.229
C 1.74 -2.44 -1.33 0.018
H 1.14 -2.04 -2.15 -0.002
H 2.61 -1.78 -1.22 -0.002
C 2.25 -3.85 -1.73 0.022
H 2.75 -3.80 -2.70 0.002
H 2.96 -4.26 -0.99 -0.001
H 1.39 -4.53 -1.80 -0.001
C -1.40 1.13 -0.17 0.046
C -1.29 0.37 -1.38 0.051
C -1.73 -0.96 -1.12 0.036
C -2.12 -1.05 0.26 0.025
C -1.93 0.26 0.86 0.041
C -2.27 0.63 2.26 0.003
C -2.77 -2.23 0.90 0.055
C -2.05 -1.99 -2.16 -0.002
C -1.09 0.96 -2.74 0.010
C -1.23 2.60 -0.08 0.032
Cr -0.02 -0.49 0.42 2.881
H -2.67 -2.19 1.99 -0.002
H -3.84 -2.31 0.67 -0.006
H -2.31 -3.17 0.56 -0.003
H -2.19 -0.24 2.91 0.006
H -1.55 1.38 2.61 0.005
H -3.27 1.06 2.39 0.008
H -0.42 2.93 -0.74 0.008
H -2.15 3.11 -0.37 0.023
H -1.00 2.88 0.96 0.005
H -0.84 0.20 -3.49 0.000
H -2.03 1.43 -3.08 -0.013
H -0.33 1.74 -2.72 -0.005
H -1.76 -2.99 -1.84 0.009
H -3.13 -2.03 -2.39 0.020
H -1.55 -1.78 -3.10 0.002
O 1.87 2.01 0.02 0.000
H 2.76 1.78 -0.32 0.000
H 1.93 1.81 0.97 0.001
```

Results
- <S²>: 3.992
- Gap between HOMO and LUMO (spin up / spin down): 7.40 / 5.12 eV
- Spin multiplicity: 4
- LUMO (spin up / spin down): -9.58 / -11.77 eV
- HOMO (spin up / spin down): -16.971 / -16.898 eV
- Net charge: +2


C3H9NO3 | ωB97M-V/def2-TZVPD

```
16
Properties=species:S:1:pos:R:3:mulliken_charge:R:1
O -1.12 -0.71 -2.54 -0.472
C -0.50 -0.78 -1.51 -0.077
C -1.01 -0.19 -0.22 0.339
C -0.79 1.33 -0.28 -0.791
O -1.34 1.90 0.90 -0.517
N -0.39 -0.74 0.95 -0.543
H 0.47 -1.31 -1.43 0.275
H -2.09 -0.31 -0.26 0.271
H 0.30 1.48 -0.32 0.366
H -1.29 1.73 -1.15 0.368
H -0.83 2.68 1.13 0.315
H -0.14 -0.04 1.64 0.257
H -0.97 -1.42 1.41 0.218
H 3.49 -1.94 0.79 0.319
H 2.81 -0.72 0.10 0.315
O 3.40 -0.98 0.81 -0.641
```

Results
- Gap between HOMO and LUMO: 10.28 eV
- LUMO: 0.66 eV
- HOMO: -9.622 eV
- Energy above the lowest of the compared OMol25 structures with the same formula, charge and spin: 182.6 kJ/mol